The following is a quantum chemistry calculation of a 4-piece molecular cluster, C45H82BCl2F3N4O14P overall, from the Open Molecules 2025 dataset.

Properties
**Maximum force**: 0.0325 Eh/bohr
**E_tot**: -125782.798 eV
**Multiplicity**: 4
**Charge**: -2
**HOMO-LUMO gap (spin up / spin down)**: 5.106 / 4.908 eV

Each line ends with the Mulliken spin population.
CARTESIAN COORDINATES (ANGSTROEM)
H1 -6.04064 4.02085 1.90418  0.000
P1 -4.95725 0.82539 3.56832  0.000
F1 -2.06961 -1.74898 4.90936  0.000
H2 1.77657 -1.65326 -8.75649  -0.002
H3 0.61128 -2.55251 -4.08972  0.003
O1 -7.82323 2.54966 3.93789  0.000
H4 -5.60979 4.87880 4.10561  0.000
C1 -3.79330 -3.62760 3.48173  0.000
H5 6.30913 -5.22073 -7.41076  -0.001
C2 -9.08854 -1.65751 2.63719  0.000
N1 3.44200 -3.37140 -7.56269  0.369
H6 -7.02737 0.65882 5.00315  0.000
H7 2.47866 -1.72902 -10.37901  0.001
H8 6.06016 1.51413 2.26528  0.000
C3 5.61612 -4.33589 -9.26266  -0.017
N2 -5.58506 2.50814 3.26517  0.000
C4 3.06442 0.06334 -2.52491  0.056
C5 4.31886 -4.49084 -7.08890  0.031
H9 5.00826 -5.26810 -5.21332  -0.001
H10 4.88150 -1.00260 -1.95651  -0.008
O2 -3.44854 3.05180 4.80051  0.000
H11 -9.02185 -2.41256 1.83759  0.000
C6 4.68441 -3.21317 -9.71938  0.022
B1 -1.91128 0.50629 1.10351  -0.005
C7 -5.97327 0.54442 5.22568  0.000
C8 -6.41959 0.05130 2.60482  0.000
O3 5.42555 5.10219 1.60244  0.539
C9 -6.76936 -1.41589 2.73962  0.000
H12 3.50750 -2.84570 -2.19883  -0.020
H13 4.36462 -6.63612 -6.93006  0.000
H14 0.65401 -2.51203 -0.29726  -0.001
H15 3.55311 1.63147 1.76708  -0.002
C10 3.58881 5.43148 2.95975  0.014
C11 3.63867 2.71967 1.73295  0.043
O4 -2.81673 -1.16266 -0.40717  0.000
H16 5.26868 2.91629 4.76857  -0.013
C12 2.35918 0.42493 -3.82940  0.017
C13 -2.41620 3.45744 5.53879  0.000
H17 2.62594 -1.42805 -4.93685  0.002
H18 3.84317 7.02911 1.49278  0.002
H19 3.70588 -6.11852 -8.46021  0.001
C14 3.29129 5.43652 4.48140  0.021
C15 -1.85450 -1.32299 3.64059  0.000
C16 3.73601 -5.87972 -7.40038  0.016
H20 -5.92481 2.45358 1.14855  0.000
H21 -5.95052 -1.63861 5.13316  0.000
C17 3.30827 -3.16579 -9.03772  0.009
H22 1.23772 -0.49082 -5.41879  0.005
C18 1.47584 -1.93076 -2.22623  0.041
C19 2.46164 -3.12893 -2.26682  0.019
H23 4.66602 7.31670 3.03030  -0.004
O5 -8.05162 -1.62798 3.45996  0.000
O6 -4.10985 -0.70718 3.85147  0.000
O7 -4.96825 -0.89952 0.12110  0.000
H24 3.80272 4.65373 5.02886  -0.012
Cl1 -7.34157 -1.10710 6.92525  0.000
C20 4.51216 2.57815 4.05733  0.027
N3 4.84576 4.66822 2.67046  0.394
H25 -6.43038 4.31145 5.59301  0.000
H26 3.53081 2.80542 4.46230  0.001
H27 -0.04255 -3.33234 -1.70243  0.000
C21 -2.37380 2.98716 6.97239  0.000
H28 5.03014 0.00177 -3.40190  0.000
H29 4.92627 -3.50778 -5.23900  0.005
C22 3.46310 1.31510 -1.75905  -0.033
C23 -5.47800 3.07681 1.92401  0.000
O8 -0.65997 -0.04184 1.18000  0.009
H30 2.51828 5.22584 1.11131  0.003
C24 2.31702 -4.19271 -9.64333  0.020
C25 2.41331 4.87356 2.14268  0.033
H31 5.29355 -5.29974 -9.66576  -0.001
C26 0.32109 -2.37357 -1.32646  -0.043
O9 3.75552 -2.27188 -6.96803  0.559
H32 -0.01102 0.60093 0.87253  -0.002
H33 -4.08331 -3.14612 4.41509  0.000
H34 3.05727 0.96944 -4.47078  0.000
O10 -2.02850 1.76905 0.51345  0.002
H35 4.57248 1.49194 3.99167  0.000
H36 5.19333 -2.26432 -9.52402  0.003
F2 -1.13054 -0.20140 3.77698  0.000
C27 -4.63780 -1.08976 6.76798  0.000
O11 -1.59330 4.23406 5.12232  0.000
C28 1.81489 -0.80897 -4.54726  -0.014
C29 -6.71467 3.04247 3.89484  0.000
H37 -2.88668 -4.20594 3.66206  0.000
H38 -4.90180 -0.91229 7.80455  0.000
C30 -3.41380 1.61329 4.47821  0.000
C31 2.29628 3.35145 2.10081  -0.024
H39 1.92291 2.96212 3.05039  -0.001
H40 -2.88238 -2.89767 1.62888  0.000
C32 4.42938 -4.41658 -5.57146  -0.049
H41 -6.89597 -1.84126 1.73941  0.000
H42 -2.61395 1.53997 3.74946  0.000
H43 1.55182 3.07320 1.35405  0.003
C33 4.76261 3.17094 2.66009  0.012
H44 -4.35364 -2.14080 6.68542  0.000
H45 1.52974 1.10796 -3.62074  0.001
H46 -3.76998 -0.51092 6.47188  0.000
H47 2.90373 7.44880 2.92598  0.001
C34 4.36836 -0.67905 -2.86426  0.032
H48 2.15092 -5.06113 -9.01696  -0.012
H49 2.72878 -5.98036 -6.99407  -0.008
C35 3.77209 6.89325 2.56987  -0.011
C36 -3.76417 -0.79557 0.33275  0.000
H50 6.19459 -3.47176 -7.37945  0.003
H51 4.53319 -3.26175 -10.79945  0.002
C37 -3.26784 -0.15360 1.66872  0.000
O12 -4.05389 0.94994 2.09371  0.001
C38 -5.81717 -0.84241 5.84160  0.000
C39 5.69621 -4.37790 -7.73722  0.024
N4 2.14821 -0.72815 -1.64636  0.379
H52 4.19028 1.89610 -2.32882  -0.002
C40 2.70301 -1.79404 -9.31308  -0.007
H53 -2.98930 3.63819 7.59067  0.000
H54 2.33165 -3.71876 -3.17593  0.001
H55 3.44311 -4.45569 -5.10833  0.014
O13 1.29354 0.05740 -1.09336  0.529
C41 0.90230 -1.61364 -3.61467  0.024
H56 3.38110 -0.98246 -9.05856  0.002
H57 -7.33698 0.60692 2.80455  0.000
H58 6.61328 -4.15735 -9.67066  0.002
C42 -3.21360 -1.16188 2.88077  0.000
H59 -3.10814 1.03196 5.34590  0.000
H60 -4.60303 -4.30616 3.21190  0.000
H61 3.88272 2.98145 0.69887  -0.013
O14 -10.06488 -0.97658 2.73672  0.000
H62 2.61006 1.95890 -1.55771  0.003
H63 -6.04900 -2.03749 3.25109  0.000
H64 -4.45233 3.34070 1.67267  0.000
H65 1.48832 5.30980 2.52217  0.003
H66 2.28462 -3.78561 -1.41501  0.003
H67 3.91485 1.03914 -0.80489  0.010
H68 -4.53970 -2.48904 1.86161  0.000
H69 6.91078 2.95181 2.84605  -0.004
H70 1.33417 -3.73881 -9.76890  0.000
Cl2 -5.59066 1.73686 6.53645  0.000
H71 -7.36102 5.03785 4.24549  0.000
H72 6.33199 2.87388 1.17693  0.001
H73 -1.33947 3.03060 7.30899  0.000
H74 -1.72473 1.73645 -0.39908  -0.001
H75 4.22447 -1.54284 -3.50830  -0.018
C43 6.09977 2.60157 2.20441  -0.009
H76 -0.02247 -1.04602 -3.47737  0.005
C44 -6.50501 4.41707 4.51609  0.000
H77 2.22334 5.34243 4.67882  0.000
H78 2.65035 -4.54097 -10.62221  -0.001
H79 3.63274 6.37070 4.92989  -0.003
H80 -2.72378 1.96494 7.07962  0.000
C45 -3.59182 -2.56875 2.38465  0.000
H81 -6.20749 0.22373 1.55394  0.000
F3 -1.04172 -2.24476 3.07990  0.000
H82 -0.52316 -1.68588 -1.30796  0.018

Forces on the atoms, in the same order (eV/Å):
-0.037 0.016 0.054
0.372 0.337 -0.724
0.038 -0.184 0.020
0.002 -0.037 0.017
0.004 -0.050 0.044
0.061 -0.274 0.289
0.183 -0.038 0.235
0.161 0.245 -0.019
-0.035 -0.039 0.039
-0.143 -0.092 -0.211
1.335 0.774 -0.190
0.020 0.306 -0.087
-0.017 -0.050 -0.029
-0.055 -0.025 0.046
-0.107 0.008 0.035
-0.464 -0.704 0.094
1.059 -0.025 -0.173
-0.277 -1.025 0.292
-0.007 -0.054 -0.039
-0.018 -0.004 0.012
0.021 -0.312 -0.069
0.334 -0.033 -0.186
0.426 -0.016 0.142
-0.085 -0.386 -0.216
0.550 -0.587 0.038
-0.286 -0.091 0.191
0.375 0.107 0.389
-0.336 -0.512 -0.422
-0.019 0.049 -0.088
0.026 0.053 0.087
0.025 0.027 0.000
0.092 -0.030 0.049
-0.347 0.354 0.988
-0.424 0.190 -0.240
0.508 0.141 -0.208
0.005 0.017 -0.009
-0.407 -0.080 -0.188
-0.124 -0.022 0.129
0.037 0.012 0.043
0.061 -0.045 0.008
0.015 0.019 -0.003
0.146 -0.103 0.095
-0.045 0.243 -0.196
-0.122 0.035 -0.131
0.148 -0.189 -0.016
0.085 0.088 -0.310
-0.822 -0.397 -0.657
0.009 -0.037 -0.027
0.237 -1.220 0.142
0.234 0.106 0.088
0.003 -0.035 0.022
0.537 0.419 0.037
-0.195 -0.116 -0.206
-0.965 -0.044 -0.245
-0.043 -0.047 -0.054
0.096 -0.170 -0.118
-0.047 0.152 0.114
-0.589 -0.068 -1.424
0.043 -0.012 0.083
-0.011 -0.005 -0.029
0.033 -0.038 -0.020
0.421 -0.411 0.046
-0.031 0.088 0.048
-0.054 0.032 -0.042
-0.046 0.265 0.139
0.054 0.880 0.145
0.202 -0.023 0.265
0.123 0.018 0.009
-0.056 -0.126 0.163
-0.057 -0.284 -0.345
-0.057 -0.005 0.056
-0.170 0.290 0.076
-0.432 -0.091 0.155
0.038 -0.237 -0.161
-0.009 -0.017 0.080
0.062 -0.022 0.023
-0.239 0.067 -0.257
0.059 -0.012 -0.076
-0.069 0.022 0.098
0.013 0.071 0.083
0.198 -0.613 -0.344
0.173 0.389 -0.138
-0.007 -0.117 0.149
-0.020 0.410 -0.080
-0.006 -0.044 0.099
0.050 0.300 0.022
-0.094 0.134 -0.335
0.108 0.046 0.088
0.032 0.002 0.017
0.142 0.032 0.017
0.079 0.258 0.133
0.046 -0.094 -0.028
0.031 -0.079 -0.022
-0.057 0.003 0.030
0.165 -0.765 0.831
0.035 -0.032 0.045
0.010 -0.032 0.150
-0.002 0.103 0.010
-0.034 -0.026 0.048
-0.017 -0.135 0.075
0.081 -0.006 -0.007
-0.007 0.016 0.004
0.169 0.102 -0.266
0.092 -0.210 0.268
-0.110 0.049 0.036
-0.059 0.017 -0.012
1.094 1.148 0.533
-0.388 -0.383 0.278
-0.686 0.463 0.975
0.182 0.221 -0.282
-1.108 0.716 -0.777
0.060 -0.115 -0.088
0.080 0.263 0.154
-0.084 0.041 -0.037
-0.047 0.023 0.004
-0.007 0.023 -0.018
0.179 -0.094 0.507
-0.044 0.494 -0.282
-0.012 -0.031 0.074
0.095 0.130 0.314
-0.007 -0.013 -0.038
-0.112 -0.458 -0.175
-0.179 0.096 0.206
0.069 -0.134 -0.086
0.117 0.090 0.046
-0.550 0.120 0.302
-0.017 -0.075 0.028
0.107 0.066 0.193
0.079 -0.323 -0.111
0.012 0.032 0.044
-0.105 0.004 -0.006
-0.003 0.030 0.010
0.035 0.331 -0.107
-0.010 0.025 -0.004
0.032 0.084 -0.034
-0.322 0.137 0.075
-0.111 0.031 0.278
-0.019 0.071 0.026
-0.015 0.140 0.107
0.131 0.035 0.085
-0.037 0.005 -0.011
0.161 0.148 -0.287
0.023 0.023 0.134
-0.124 0.236 -0.864
-0.015 -0.006 -0.037
0.029 0.029 -0.001
-0.031 0.058 -0.075
-0.218 0.040 0.049
-0.536 -0.502 0.280
0.243 -0.052 0.019
0.015 0.073 -0.034
0.047 0.046 0.058